[1]
{"formula": "CH4O3", "method": "ωB97M-V/def2-TZVPD", "lumo_energy_ev": 0.6, "e_above_lowest_kcal_mol": 15.08, "e_tot_ev": -7243.99713, "mol_weight_g_mol": 64.0, "orbital_gap_ev": 11.1, "smiles": "O=CO.O", "symbols": ["O", "C", "O", "H", "H", "H", "H", "O"], "xyz": [[0.28402, -1.27520, -1.52656], [-0.29814, -1.00684, -0.50956], [0.17904, -0.46398, 0.59552], [-1.37234, -1.21423, -0.47045], [1.06604, -0.05794, 0.68562], [-0.57535, 1.95912, 1.81801], [-0.41821, 2.65983, 0.38908], [-0.03295, 2.06579, 1.03748]], "forces_ev_per_angstrom": [[0.43, 0.28, 0.32], [0.51, -0.21, -1.26], [-0.38, -0.20, 1.20], [-0.07, 0.13, 0.75], [-0.55, -0.51, -1.06], [-0.45, 0.30, -0.17], [-0.37, 0.05, 0.43], [0.88, 0.15, -0.20]], "nbo_charge": [-0.59, 0.65, -0.70, 0.11, 0.52, 0.48, 0.48, -0.96]}


[2]
{"formula": "C26H42F9N4O8", "method": "ωB97M-V/def2-TZVPD", "total_charge": 1, "lumo_energy_ev": -4.0, "e_tot_ev": -74423.07563, "mol_weight_g_mol": 709.6, "orbital_gap_ev": 6.3, "symbols": ["C", "C", "C", "O", "O", "C", "C", "C", "C", "C", "C", "C", "C", "N", "C", "N", "N", "N", "C", "C", "H", "H", "H", "H", "H", "H", "H", "H", "H", "H", "H", "H", "H", "H", "H", "H", "H", "H", "H", "H", "H", "H", "H", "H", "H", "H", "H", "C", "C", "O", "C", "O", "C", "F", "F", "F", "H", "H", "H", "H", "H", "C", "C", "O", "C", "O", "C", "F", "F", "F", "H", "H", "H", "H", "H", "C", "C", "O", "C", "O", "C", "F", "F", "F", "H", "H", "H", "H", "H"], "xyz": [[-10.83286, 1.32596, -3.70998], [-9.72861, 1.32600, -2.66860], [-9.56045, -0.10403, -1.83538], [-9.94915, -1.24584, -2.46842], [-9.04549, -0.20425, -0.45858], [-7.69153, -0.78929, -0.54544], [-7.06816, -1.22477, 0.90709], [-6.13295, -2.57295, 0.78396], [-5.51901, -3.10554, 2.21365], [-5.15527, -1.89954, 3.26710], [-3.80256, -1.05218, 2.84514], [-2.50012, -2.00867, 3.11650], [-1.44833, -1.25322, 4.17527], [-0.03266, -1.70251, 3.75609], [-0.02540, -2.11926, 2.26989], [1.07991, -2.22795, 1.46244], [-1.50480, -2.28714, 2.01543], [-1.95366, -2.34690, 0.71068], [-1.78961, -1.04732, -0.04271], [-1.34015, -1.36253, -1.62083], [-10.57961, 1.43908, -4.86301], [-11.96216, 1.21333, -3.41249], [-9.05049, 2.26973, -2.50157], [-7.00213, 0.02822, -1.03769], [-7.69524, -1.76202, -1.23360], [-6.42451, -0.33936, 1.33364], [-7.94555, -1.44603, 1.68276], [-6.83934, -3.44426, 0.38073], [-5.26491, -2.38951, -0.01443], [-4.51483, -3.72784, 2.05193], [-6.32682, -3.82428, 2.71349], [-4.89310, -2.42709, 4.30280], [-6.05932, -1.17646, 3.51029], [-3.85014, -0.55872, 1.78549], [-3.72616, -0.15295, 3.62191], [-2.84866, -3.01965, 3.61285], [-1.71519, -1.25717, 5.31413], [-1.38122, -0.08464, 3.94654], [0.74467, -1.05461, 4.01091], [1.63205, -1.42897, 1.06254], [1.47021, -3.19613, 1.26993], [-2.94342, -2.71385, 0.64060], [-2.82224, -0.46013, -0.13451], [-1.02995, -0.28922, 0.42248], [-1.93517, -2.32979, -1.96947], [-0.18138, -1.45302, -1.75905], [-1.73531, -0.48822, -2.32269], [5.34941, -1.52957, -3.68749], [5.36091, -0.58001, -2.50361], [4.37743, 0.45219, -2.67334], [3.08702, 0.11373, -2.35405], [2.75151, -0.99587, -1.94946], [2.15674, 1.31218, -2.53564], [2.36939, 1.97184, -3.70895], [2.31382, 2.23717, -1.54531], [0.83736, 0.96854, -2.52894], [5.47725, -0.97809, -4.62455], [6.14990, -2.26918, -3.59860], [4.39516, -2.06048, -3.75976], [6.33503, -0.08349, -2.44281], [5.21123, -1.11045, -1.55661], [3.63791, 4.54802, -4.43025], [4.82876, 3.94296, -3.70975], [6.04244, 4.20326, -4.43136], [6.59779, 5.44425, -4.24912], [6.11402, 6.31005, -3.52536], [7.90257, 5.56940, -5.03433], [7.79765, 5.10073, -6.30962], [8.91889, 4.86853, -4.45390], [8.34000, 6.85646, -5.13941], [3.59445, 4.19509, -5.46568], [2.70459, 4.28378, -3.92547], [3.71203, 5.63918, -4.47011], [4.71388, 2.85492, -3.66376], [4.90344, 4.30187, -2.67719], [5.49263, -1.12305, 6.53459], [6.38030, -0.70225, 5.37774], [5.66125, -0.77179, 4.13692], [4.83922, 0.28989, 3.85623], [4.69526, 1.25772, 4.59788], [4.17501, 0.10897, 2.49213], [3.67689, -1.14637, 2.31043], [5.04687, 0.32459, 1.46530], [3.13131, 0.96267, 2.29014], [5.06616, -2.11463, 6.35168], [6.05981, -1.14724, 7.46916], [4.65139, -0.43417, 6.65889], [7.22480, -1.39438, 5.29451], [6.79928, 0.29852, 5.53101]], "forces_ev_per_angstrom": [[2.25, 0.00, 1.70], [-2.31, -1.52, -1.16], [-3.09, -3.87, -2.27], [2.66, 7.30, 3.98], [0.67, -0.01, -3.26], [1.41, -0.93, -0.30], [-0.27, 0.04, 0.42], [-0.41, -0.30, -0.37], [-0.21, 0.41, 0.33], [0.38, -0.49, 0.57], [-0.45, 0.19, 0.91], [1.47, 0.64, 2.57], [0.28, 2.08, -0.91], [-0.42, -0.66, -3.62], [-5.16, 1.54, 4.41], [-0.40, -1.12, -0.05], [3.66, 0.74, -0.13], [-0.32, 0.63, -0.87], [-0.55, 1.27, -2.45], [-0.96, 0.29, 0.03], [-0.64, 1.12, 2.73], [2.53, -1.13, -0.67], [-0.66, -2.57, -0.88], [-1.16, -1.68, 0.92], [-0.21, 2.17, 1.39], [-1.32, -1.67, -0.79], [1.83, 0.52, -1.76], [1.70, 1.91, 0.64], [-1.86, -0.37, 1.64], [-2.24, 1.13, 0.22], [1.88, 1.58, -1.03], [-0.55, 1.16, -2.10], [1.92, -1.52, -0.80], [0.15, -1.22, 1.93], [-0.02, -1.88, -1.72], [0.74, 1.90, -1.20], [0.76, -0.85, -2.22], [-0.78, -2.30, 0.24], [-0.85, -0.90, -0.35], [-1.07, -1.06, 0.98], [-0.97, 1.81, 0.18], [1.70, 0.55, 0.40], [2.06, -1.26, 0.39], [-1.37, -1.81, -0.50], [1.56, 1.94, 0.75], [-2.32, -0.07, 0.35], [0.96, -1.76, 1.62], [-0.34, -0.04, -0.21], [0.77, -0.74, -0.05], [-2.35, 0.18, 0.54], [2.09, -2.41, 0.43], [0.10, 2.60, -0.67], [-1.68, 2.01, -0.56], [0.04, -1.07, 1.01], [0.21, -1.06, -0.58], [1.44, -0.17, 0.14], [0.14, -0.04, 0.18], [-0.08, 0.15, 0.03], [0.16, 0.01, 0.11], [-0.39, 0.23, -0.03], [-0.22, 0.17, -0.18], [0.01, 0.40, -0.18], [-0.74, -0.13, 0.27], [1.30, 1.40, 0.02], [-2.61, 0.16, 1.91], [1.57, -1.79, -1.86], [2.24, 0.55, -1.47], [-0.35, 0.28, 1.17], [-1.14, 0.41, -0.10], [-0.90, -1.25, 0.43], [-0.02, -0.10, 0.18], [0.21, 0.08, -0.08], [0.00, -0.16, 0.12], [0.38, 0.22, -0.19], [0.14, 0.14, -0.25], [-0.39, 0.05, -0.04], [0.46, -0.03, 0.94], [-1.37, 1.34, -1.28], [1.56, 0.71, 3.14], [-0.13, -2.11, -2.27], [-0.69, 0.15, -2.11], [0.39, 0.72, 0.44], [-0.54, -0.15, 1.18], [0.95, -0.71, 0.59], [0.21, 0.05, 0.04], [-0.04, 0.00, -0.17], [0.21, 0.02, 0.03], [-0.29, 0.09, -0.34], [-0.28, -0.10, -0.17]], "mulliken_charge": [-0.43, -0.35, 0.67, -0.52, -0.32, -0.54, -0.29, -0.43, -0.48, -0.79, -0.06, -0.22, -0.74, -0.27, 0.02, -0.09, 0.51, -0.50, -0.11, -0.81, 0.23, 0.26, 0.30, 0.25, 0.29, 0.16, 0.25, 0.36, 0.11, 0.17, 0.36, 0.42, 0.33, -0.04, 0.34, 0.24, 0.32, 0.35, 0.30, 0.11, 0.25, 0.26, 0.21, 0.23, 0.29, 0.07, 0.29, -1.19, -0.13, -0.22, 0.39, -0.60, 0.83, -0.22, -0.25, -0.22, 0.31, 0.40, 0.31, 0.38, 0.20, -1.23, 0.31, -0.37, 0.35, -0.51, 0.86, -0.23, -0.24, -0.24, 0.33, 0.33, 0.39, -0.05, 0.32, -1.11, -0.17, -0.30, 0.17, -0.50, 1.07, -0.25, -0.26, -0.26, 0.30, 0.38, 0.31, 0.33, 0.32]}


[3]
{"formula": "C7H11N2S", "method": "ωB97M-V/def2-TZVPD", "total_charge": 1, "lumo_energy_ev": [-4.9, -3.5], "e_above_lowest_kcal_mol": 104.00, "e_tot_ev": -21241.59402, "mol_weight_g_mol": 155.2, "orbital_gap_ev": [6.4, 8.1], "symbols": ["C", "C", "C", "C", "C", "C", "C", "N", "N", "S", "H", "H", "H", "H", "H", "H", "H", "H", "H", "H", "H"], "xyz": [[-2.94043, 0.50970, -0.95938], [-1.81110, -0.20721, -1.05451], [-2.38237, -0.09148, 1.13131], [2.96347, 0.05847, -0.12640], [2.97087, 0.94429, 1.08722], [1.65017, -0.04909, -0.94262], [-0.54129, -1.48635, 0.60310], [-3.25377, 0.67959, 0.39201], [-1.50332, -0.59999, 0.25629], [0.80087, -1.71756, -0.49605], [-3.36570, 0.96170, -1.77280], [-1.38497, -0.51591, -1.98773], [-2.28632, -0.20373, 2.15368], [3.62177, 0.60080, -0.99550], [3.28017, -0.94478, 0.15669], [3.22617, 0.38047, 1.96960], [2.74936, 2.10441, 1.10801], [0.91721, 0.62887, -0.59095], [1.79068, -0.31872, -1.93827], [-0.66072, -2.18070, 1.44231], [-3.84075, 1.44719, 0.56396]], "forces_ev_per_angstrom": [[1.80, -0.35, 2.27], [-1.05, -0.13, 0.56], [-0.77, 1.92, -3.40], [0.66, 2.48, -2.15], [-0.71, 1.14, -0.57], [-0.35, -2.28, 3.27], [2.94, -1.29, -0.65], [1.46, -1.93, -1.58], [-1.16, 0.20, -0.08], [-0.49, -0.32, 0.94], [-1.60, 1.26, -1.36], [0.67, -0.41, 0.32], [-0.14, -0.04, 1.80], [-0.72, -1.54, 2.13], [0.51, 0.21, -0.41], [0.02, 0.63, 0.50], [0.53, -2.80, -0.15], [-0.55, 1.30, -0.69], [0.15, 0.70, -1.89], [-0.15, 0.58, -0.35], [-1.03, 0.65, 1.50]], "nbo_charge": [-0.02, -0.07, 0.25, -0.51, -0.29, -0.42, -0.18, -0.47, -0.32, 0.25, 0.25, 0.27, 0.25, 0.24, 0.24, 0.19, 0.20, 0.22, 0.23, 0.25, 0.45]}


[4]
{"formula": "C4H9N", "method": "ωB97M-V/def2-TZVPD", "lumo_energy_ev": 1.2, "e_above_lowest_kcal_mol": 41.17, "e_tot_ev": -5782.02673, "mol_weight_g_mol": 71.1, "orbital_gap_ev": 10.4, "smiles": "C[C@H]1N[C@@H]1C", "symbols": ["C", "C", "C", "C", "H", "H", "H", "H", "H", "H", "H", "H", "H", "N"], "xyz": [[-0.27228, 0.78016, -1.69122], [-0.25345, 0.80310, -0.15064], [-0.03301, -0.57619, 0.35628], [0.92678, -0.75718, 1.53595], [-0.67900, 1.83544, -2.14592], [-0.94306, -0.03836, -1.99299], [0.84060, 0.44381, -2.07293], [0.41495, 1.57890, 0.28330], [-2.06637, -0.22489, 0.16655], [-0.19862, -1.39388, -0.47121], [1.98361, -1.01577, 1.17292], [0.70010, -1.68003, 2.16124], [0.86627, 0.09507, 2.19286], [-1.28650, 0.14983, 0.65579]], "forces_ev_per_angstrom": [[0.81, 1.58, -0.83], [1.14, -0.97, -1.52], [-0.52, -0.94, -0.28], [0.57, -2.78, -0.58], [1.27, -2.70, 0.81], [0.09, 0.42, -0.17], [-2.77, 1.33, 0.72], [-1.11, -0.37, 0.03], [-0.54, -0.02, -0.80], [0.88, 1.37, 1.91], [-1.31, 0.95, 0.41], [-0.16, 1.08, -0.68], [0.25, 0.34, 0.04], [1.39, 0.69, 0.94]], "nbo_charge": [-0.62, -0.10, -0.08, -0.62, 0.21, 0.20, 0.22, 0.20, 0.36, 0.19, 0.21, 0.21, 0.22, -0.60]}